(1)
DFT (ωB97M-V with the def2-TZVPD basis set) results for C44H69BiClFN2O3Se as an isolated structure.

Atoms and positions in Å:
Bi (1.212264, -0.531423, -1.071021)
C (-0.258368, 2.824510, 1.081031)
N (-1.069760, 1.645832, 1.314143)
C (-2.417394, 2.014712, 1.672835)
C (-0.443396, 0.784955, 2.306243)
C (-1.008450, -0.623334, 2.403921)
N (-0.890418, -1.390914, 1.172799)
C (-0.495234, -2.796625, 1.353628)
C (0.483306, -3.080689, 2.462545)
C (0.057013, -3.831636, 3.538231)
C (0.896818, -4.170229, 4.599501)
C (2.215618, -3.754081, 4.483217)
C (2.722534, -3.023175, 3.408958)
C (1.824719, -2.573475, 2.386256)
O (2.141960, -1.753109, 1.450425)
C (4.237752, -2.742899, 3.434004)
C (4.557333, -1.737285, 4.550993)
C (4.827554, -2.195007, 2.131323)
C (4.988431, -4.058530, 3.722074)
C (0.352451, -4.947532, 5.794868)
C (-0.242465, -6.286009, 5.331127)
C (-0.750171, -4.131300, 6.487528)
C (1.435231, -5.248918, 6.831422)
C (-2.125564, -1.274457, 0.393585)
C (-2.235406, -2.082538, -0.872276)
C (-2.942185, -3.279367, -0.870088)
C (-3.190088, -3.991114, -2.031850)
C (-2.750332, -3.412053, -3.226200)
C (-2.060199, -2.213870, -3.293182)
C (-1.714698, -1.552077, -2.072347)
O (-0.977246, -0.471489, -2.054292)
C (-1.704642, -1.581734, -4.643523)
C (-2.333148, -0.180835, -4.723473)
C (-0.186051, -1.474522, -4.829301)
C (-2.249725, -2.390485, -5.826075)
C (-3.881724, -5.352595, -2.053923)
C (-2.886947, -6.416295, -2.541472)
C (-4.380052, -5.765694, -0.668431)
C (-5.091075, -5.331813, -3.000702)
H (-0.223712, 3.484404, 1.970180)
H (-0.662487, 3.395695, 0.242798)
H (0.761631, 2.528040, 0.840293)
H (-2.457512, 2.555776, 2.639607)
H (-3.055725, 1.134011, 1.751892)
H (-2.836748, 2.665435, 0.902496)
H (-0.502872, 1.254103, 3.311527)
H (0.612667, 0.707300, 2.051412)
H (-2.059750, -0.602377, 2.747850)
H (-0.444427, -1.120917, 3.192441)
H (-0.080823, -3.138711, 0.398382)
H (-1.386253, -3.420798, 1.543236)
H (-0.983269, -4.150519, 3.545075)
H (2.909074, -4.015342, 5.274030)
H (4.080845, -0.777821, 4.339109)
H (5.638505, -1.573227, 4.619788)
H (4.200330, -2.088815, 5.522789)
H (4.476838, -1.195233, 1.901537)
H (4.589111, -2.828042, 1.277155)
H (5.918331, -2.154369, 2.239533)
H (4.760770, -4.464253, 4.709792)
H (6.068524, -3.888868, 3.672181)
H (4.725004, -4.814390, 2.979413)
H (-1.064254, -6.130127, 4.631198)
H (-0.626209, -6.857186, 6.183976)
H (0.516261, -6.884873, 4.823278)
H (-1.559330, -3.901569, 5.792814)
H (-0.348669, -3.183902, 6.853083)
H (-1.171974, -4.682758, 7.335665)
H (2.241240, -5.848697, 6.402823)
H (1.001779, -5.807584, 7.666231)
H (1.872072, -4.330432, 7.229484)
H (-2.232244, -0.220486, 0.131782)
H (-2.982263, -1.556730, 1.038733)
H (-3.308613, -3.638150, 0.085602)
H (-2.973689, -3.930503, -4.150075)
H (-1.969843, 0.442638, -3.908693)
H (-3.422774, -0.249617, -4.653848)
H (-2.077831, 0.291760, -5.678229)
H (0.255386, -0.861633, -4.051258)
H (0.038641, -1.030703, -5.806025)
H (0.282468, -2.458953, -4.773516)
H (-3.339382, -2.479080, -5.791684)
H (-1.821703, -3.395162, -5.863219)
H (-1.981186, -1.881488, -6.755685)
H (-2.028569, -6.470071, -1.869534)
H (-2.511781, -6.168300, -3.535889)
H (-3.359608, -7.403996, -2.586473)
H (-3.554633, -5.863747, 0.039138)
H (-4.885877, -6.733443, -0.731341)
H (-5.086346, -5.036269, -0.265751)
H (-4.791967, -5.124713, -4.029138)
H (-5.801183, -4.559371, -2.697634)
H (-5.603138, -6.299813, -2.988646)
O (2.855850, 0.889853, 1.689338)
H (3.363781, 0.988836, 0.870445)
H (2.656632, -0.075843, 1.673488)
F (1.213894, -2.259019, -2.195983)
Cl (1.884534, 2.603268, -1.947031)
C (1.393165, 1.056221, -2.752097)
H (2.138464, 0.864173, -3.519294)
H (0.412206, 1.231150, -3.183459)
C (5.690847, 2.301791, -6.421097)
C (5.314008, 1.584706, -5.150972)
C (4.736895, 0.324685, -5.179125)
C (4.388481, -0.355363, -4.013695)
C (3.772348, -1.721417, -4.116771)
C (4.602484, 0.252297, -2.767535)
Se (4.089399, -0.629366, -1.142774)
C (5.214197, 1.517512, -2.722599)
C (5.504082, 2.200739, -1.416060)
C (5.554683, 2.158535, -3.908616)
H (5.193124, 1.856813, -7.284129)
H (6.769081, 2.258607, -6.601871)
H (5.409667, 3.356232, -6.377541)
H (4.543503, -0.152745, -6.136115)
H (3.873005, -2.112223, -5.132029)
H (2.712581, -1.713105, -3.849716)
H (4.236475, -2.410331, -3.409904)
H (4.573902, 2.436728, -0.896236)
H (6.055825, 3.128215, -1.584697)
H (6.079145, 1.555985, -0.749500)
H (6.009193, 3.144446, -3.855063)

Atoms 1-3, force components in eV/Å:
-0.2953 0.1117 0.0013
-0.0225 -0.0160 0.0191
0.0156 0.0138 -0.0109

E_HOMO: -0.0720 hartree
charge: -2

---

(2)
DFT (ωB97M-V with the def2-TZVPD basis set) results for C44H69Cl2I2N2O14PS as an isolated structure at a distorted geometry.

Atoms and positions in Å:
C (-1.217975, 3.893485, 4.381414)
C (-2.455642, 4.459299, 3.754436)
O (-2.987697, 5.434303, 4.174187)
O (-2.979725, 3.783050, 2.703434)
C (-2.140075, 3.754038, 1.516094)
C (-1.486168, 2.381801, 1.364775)
C (-0.183233, 2.432857, 0.549305)
C (0.722239, 1.210007, 0.873067)
C (1.327742, 0.562466, -0.382824)
C (2.752581, 0.001001, -0.351117)
O (3.776406, 0.909587, -0.015973)
C (3.923495, 1.232599, 1.356928)
C (3.895949, 2.748177, 1.497544)
C (3.835130, 3.287575, 2.917644)
C (2.482780, 3.088767, 3.612827)
C (2.338280, 1.737460, 4.327943)
S (1.542587, 1.869402, 5.928905)
O (1.163289, 3.218889, 6.192814)
O (0.533620, 0.861826, 6.011574)
Cl (3.027878, 1.306974, 7.211658)
P (5.526848, 0.422000, 1.942111)
C (5.124228, -0.679347, 3.368875)
C (6.722308, 1.703604, 2.509848)
C (2.984649, -1.354212, 0.363003)
Cl (1.707431, -1.733647, 1.603792)
N (3.225170, -2.429432, -0.565470)
C (2.034861, -2.821183, -1.316055)
C (2.276237, -3.614195, -2.605581)
C (1.801493, -5.037079, -2.586880)
O (0.822421, -5.360847, -1.993145)
N (2.529701, -5.952223, -3.433503)
C (3.273878, -6.965032, -2.704724)
C (2.678853, -7.867961, -1.829816)
C (3.447911, -8.843709, -1.190219)
C (4.829208, -8.912971, -1.415971)
C (5.429024, -8.003371, -2.286719)
C (4.658121, -7.032848, -2.928508)
C (4.078414, -3.438220, -0.015729)
I (3.066531, -5.133785, 0.954024)
C (5.104941, -3.990121, -1.022826)
C (5.715334, -2.854786, -1.827660)
I (6.676975, -4.982126, 0.044376)
H (-0.827074, 4.600461, 5.099304)
H (-1.448160, 2.962104, 4.892962)
H (-0.484239, 3.680324, 3.611087)
H (-2.824117, 3.902821, 0.694814)
H (-1.423408, 4.569754, 1.545085)
H (-2.174150, 1.727090, 0.838795)
H (-1.251797, 1.980959, 2.344342)
H (0.379324, 3.328612, 0.811701)
H (-0.416540, 2.467726, -0.510912)
H (1.442897, 1.546433, 1.602805)
H (0.071140, 0.486492, 1.350035)
H (0.652063, -0.225615, -0.703162)
H (1.315245, 1.290862, -1.191527)
H (2.965529, -0.244135, -1.389897)
H (3.137651, 0.788004, 1.967536)
H (3.006446, 3.114921, 0.983239)
H (4.731714, 3.160633, 0.938397)
H (4.626295, 2.911920, 3.561647)
H (3.989772, 4.362766, 2.854463)
H (1.648551, 3.270465, 2.944165)
H (2.412713, 3.855788, 4.379690)
H (3.333149, 1.345235, 4.504147)
H (1.755511, 1.023387, 3.756174)
H (4.177470, -0.451833, 3.854399)
H (5.917522, -0.680221, 4.108471)
H (5.043155, -1.688353, 2.978985)
H (6.682132, 2.549642, 1.835348)
H (6.563323, 2.018508, 3.538708)
H (7.709431, 1.257982, 2.465278)
H (3.904954, -1.253606, 0.921990)
H (1.264097, -3.302854, -0.716570)
H (1.586537, -1.890168, -1.650151)
H (3.294293, -3.538281, -2.963207)
H (1.657821, -3.172275, -3.387306)
H (1.810909, -6.435668, -3.965195)
H (1.619952, -7.810900, -1.639353)
H (2.980231, -9.543789, -0.516462)
H (5.433625, -9.656698, -0.921197)
H (6.490689, -8.051512, -2.474069)
H (5.108232, -6.320091, -3.604362)
H (4.668990, -3.042158, 0.799344)
H (4.664201, -4.741298, -1.665664)
H (5.005186, -2.444184, -2.534830)
H (6.599313, -3.187674, -2.360374)
H (6.036304, -2.062184, -1.154534)
O (1.141970, -10.134838, -3.022555)
C (0.769201, -9.713586, -4.074551)
O (1.576006, -9.006185, -4.909797)
C (0.829666, -8.541593, -6.047753)
C (-0.373936, -9.470032, -6.145981)
C (-0.619411, -9.820776, -4.679069)
H (0.535476, -7.503772, -5.868949)
H (1.470720, -8.577634, -6.924818)
H (-1.225526, -9.013498, -6.646083)
H (-0.101584, -10.370023, -6.698449)
H (-1.267449, -9.095892, -4.184120)
H (-1.016016, -10.822156, -4.542437)
O (-3.247977, 5.188242, -1.744480)
C (-3.974681, 5.893437, -1.096469)
O (-3.826931, 6.042474, 0.230622)
C (-4.900342, 6.848749, 0.769080)
C (-5.418702, 7.651060, -0.415287)
C (-5.173753, 6.688044, -1.576660)
H (-5.652702, 6.184866, 1.180578)
H (-4.505486, 7.472331, 1.566966)
H (-6.456009, 7.953812, -0.297770)
H (-4.812923, 8.549462, -0.550459)
H (-6.009918, 6.001038, -1.720972)
H (-4.946916, 7.193053, -2.511292)
O (-7.685087, 2.741746, -3.515935)
C (-6.557385, 2.429197, -3.755805)
O (-6.046764, 2.440597, -5.011837)
C (-4.704743, 1.924258, -5.010006)
C (-4.210586, 2.103654, -3.580527)
C (-5.500419, 1.946007, -2.779357)
H (-4.739089, 0.874404, -5.310929)
H (-4.115299, 2.477952, -5.736572)
H (-3.425817, 1.400720, -3.306671)
H (-3.820292, 3.113498, -3.445570)
H (-5.710686, 0.904150, -2.532539)
H (-5.512175, 2.548499, -1.875492)
O (-8.540193, 6.718086, 0.820890)
C (-8.547041, 6.288994, 1.937634)
O (-7.411421, 6.131183, 2.657111)
C (-7.700183, 5.502213, 3.920322)
C (-9.176949, 5.782524, 4.171172)
C (-9.738088, 5.818773, 2.749088)
H (-7.487131, 4.435761, 3.828744)
H (-7.049212, 5.926691, 4.679696)
H (-9.646688, 5.045506, 4.818737)
H (-9.292996, 6.762313, 4.636100)
H (-10.026638, 4.828706, 2.393774)
H (-10.570772, 6.506520, 2.636678)

Atoms 1-3, force components in eV/Å:
-0.0122 -0.0104 -0.1493
0.3861 -0.3597 -0.0093
-0.7458 0.8255 0.4202

E_HOMO: -0.3049 hartree
charge: 0

---

Computed orbital gap, in the same sequence as the records: 0.2208, 0.3107 hartree.